# 1
Density functional theory data (ωB97M-V with the def2-TZVPD basis set) for a structure of composition C40H63N3P2PtSSb.

```
111
Properties=species:S:1:pos:R:3:forces:R:3
Pt -0.5790 -0.3075 -0.2066 0.1507 -0.7298 -0.0031
C -1.9761 -1.5430 3.0068 0.0569 -0.0111 -0.0354
C -2.3399 -2.5342 1.8967 0.0118 -0.0424 -0.0719
C -3.4855 -3.4440 2.3414 -0.0028 0.0306 0.0073
P -2.4648 -1.5857 0.3241 -0.0364 0.0634 0.0439
C -3.0863 -2.6008 -1.0847 -0.0305 0.0129 0.0037
C -4.5127 -3.1402 -0.9496 0.0090 -0.0263 0.0206
C -3.0131 -1.7109 -2.3342 0.0069 0.0070 0.0103
C -3.6783 -0.2814 0.5818 0.0320 0.0057 0.0405
C -4.9101 -0.4336 1.2199 0.0281 -0.0175 0.0147
C -5.7195 0.6599 1.4592 -0.0037 0.0199 -0.0051
C -5.2770 1.9216 1.0700 -0.0166 -0.0135 0.0051
C -4.0704 2.0863 0.4195 0.0218 -0.0178 -0.0218
C -3.2589 0.9776 0.1343 0.0468 0.0334 -0.0431
N -2.0384 1.0811 -0.5318 -0.0941 0.0825 -0.0464
C -1.8509 2.0335 -1.5354 -0.0366 -0.0203 0.0357
C -2.8950 2.5905 -2.2891 0.0141 -0.0044 0.0427
C -2.6289 3.5425 -3.2548 0.0115 0.0148 -0.0079
C -1.3297 3.9720 -3.5062 -0.0216 0.0081 -0.0021
C -0.2914 3.3970 -2.7976 0.0153 -0.0332 0.0055
C -0.5398 2.4165 -1.8401 -0.0106 -0.0297 -0.0513
P 0.7148 1.5251 -0.9017 0.0169 -0.0414 -0.0433
C 1.1874 2.7128 0.4234 -0.0611 0.0283 -0.0206
C -0.0007 2.8501 1.3838 0.0363 -0.0271 0.0436
C 1.5703 4.1080 -0.0745 -0.0091 0.0064 0.0044
C 2.1055 1.1277 -2.0445 0.0101 0.0455 0.0493
C 1.5161 0.5644 -3.3411 0.0204 -0.0344 0.0387
C 3.1621 2.1955 -2.3226 0.0081 -0.0105 0.0241
H -1.6863 -2.0835 3.9095 0.0133 -0.0023 0.0033
H -2.8316 -0.9117 3.2480 -0.0182 0.0021 0.0077
H -1.1513 -0.8874 2.7122 -0.0357 -0.0351 -0.0006
H -1.4741 -3.1736 1.7088 -0.1461 0.0247 -0.0600
H -4.3129 -2.8728 2.7597 -0.0251 0.0116 -0.0331
H -3.1188 -4.0992 3.1338 -0.0092 0.0182 0.0276
H -3.8663 -4.0785 1.5465 0.0352 -0.0146 0.0141
H -2.3862 -3.4376 -1.1766 0.0296 0.0111 -0.0648
H -5.1997 -2.3643 -0.6109 -0.0033 0.0053 -0.0278
H -4.5902 -3.9924 -0.2798 -0.0043 0.0168 0.0124
H -4.8579 -3.4685 -1.9313 0.0103 -0.0181 0.0035
H -3.7474 -0.9053 -2.2589 0.0045 -0.0008 -0.0013
H -3.2529 -2.3011 -3.2197 0.0042 -0.0044 0.0072
H -2.0361 -1.2471 -2.4731 0.0127 -0.0115 -0.0083
H -5.2378 -1.4139 1.5375 0.0075 -0.0079 0.0155
H -6.6702 0.5391 1.9594 -0.0001 0.0002 -0.0012
H -5.8819 2.7932 1.2851 -0.0006 -0.0003 0.0018
H -3.7423 3.0769 0.1372 0.0049 0.0050 -0.0145
H -3.9133 2.2686 -2.1243 -0.0108 -0.0016 0.0153
H -3.4509 3.9524 -3.8277 -0.0001 0.0014 -0.0002
H -1.1321 4.7252 -4.2559 -0.0012 -0.0016 -0.0010
H 0.7250 3.7055 -3.0028 0.0160 -0.0069 -0.0074
H 2.0375 2.2627 0.9322 0.0946 -0.0588 0.0637
H -0.8344 3.3503 0.8855 0.0007 -0.0155 0.0047
H 0.2960 3.4559 2.2410 0.0037 0.0118 -0.0065
H -0.3737 1.8915 1.7485 0.0221 -0.0158 0.0093
H 0.7193 4.5952 -0.5528 0.0087 -0.0077 -0.0015
H 2.4054 4.1112 -0.7686 0.0146 -0.0038 -0.0030
H 1.8558 4.7166 0.7856 -0.0059 -0.0023 0.0003
H 2.6082 0.3226 -1.5061 0.0063 -0.0245 -0.0237
H 0.9772 1.3308 -3.8955 -0.0030 0.0165 -0.0183
H 0.8183 -0.2561 -3.1493 -0.0028 0.0034 0.0078
H 2.3184 0.1938 -3.9815 0.0107 -0.0370 0.0246
H 2.7537 3.0829 -2.8037 -0.0073 0.0059 -0.0109
H 3.9064 1.7752 -3.0032 0.0026 -0.0018 0.0085
H 3.6814 2.4975 -1.4135 -0.0108 0.0098 0.0062
N 2.0613 0.9366 3.1976 -0.0801 0.0452 -0.0678
C 3.3613 0.7885 2.8244 0.0251 -0.0158 -0.0356
N 3.7232 0.6349 1.5920 -0.0474 0.0103 -0.0070
C 5.1106 0.5792 1.5017 -0.0343 -0.0099 0.0016
C 5.8348 0.4548 0.3195 0.0070 -0.0173 -0.0013
C 7.2163 0.4088 0.3803 -0.0073 -0.0029 -0.0070
C 7.8850 0.4884 1.6026 -0.0018 0.0023 0.0074
C 7.1799 0.6245 2.7865 0.0046 -0.0029 -0.0006
C 5.7952 0.6703 2.7192 -0.0004 0.0035 0.0039
S 4.6421 0.8537 4.0167 -0.0034 -0.0040 -0.0172
H 1.3733 0.6217 2.5255 0.1023 0.1365 0.1170
H 1.8122 0.8642 4.1683 0.0094 -0.0384 0.0050
H 5.3135 0.4043 -0.6288 -0.0116 -0.0033 -0.0082
H 7.7883 0.3149 -0.5334 0.0013 0.0003 0.0016
H 8.9654 0.4514 1.6270 0.0002 0.0000 0.0005
H 7.6968 0.6966 3.7340 0.0017 0.0005 -0.0008
C 1.7029 -5.1614 -1.3153 -0.0214 -0.0228 -0.0063
C 0.6199 -4.0910 -1.1935 -0.0299 0.0822 0.0023
C 0.1755 -3.6406 -2.5820 0.0420 -0.0105 -0.0083
Sb 1.1511 -2.3990 0.0505 -0.0464 0.4027 0.0572
C 1.1755 -3.3494 2.0165 -0.0722 -0.0226 -0.0233
C 1.5827 -2.3412 3.0822 0.0211 0.0400 -0.0168
C 1.9454 -4.6596 2.1707 -0.0333 0.0140 0.0012
C 3.2304 -1.9971 -0.4198 -0.0419 0.0320 0.0021
C 4.2604 -2.7968 0.3675 -0.0343 -0.0200 0.0148
C 3.5050 -2.1048 -1.9178 -0.0556 0.0236 -0.0422
H 1.2763 -6.0422 -1.8028 0.0085 -0.0050 0.0089
H 2.1181 -5.4812 -0.3643 0.0127 0.0051 0.0265
H 2.5251 -4.8225 -1.9427 0.0001 0.0077 0.0002
H -0.2339 -4.5165 -0.6532 -0.0227 0.0032 -0.0364
H 1.0120 -3.2099 -3.1369 -0.0051 -0.0133 0.0001
H -0.6168 -2.8982 -2.5510 -0.0702 0.0844 0.0090
H -0.1853 -4.4981 -3.1564 -0.0067 0.0080 0.0041
H 0.1254 -3.6030 2.1693 0.1003 0.0900 0.0318
H 2.6336 -2.0603 2.9913 0.0213 0.0263 -0.0106
H 1.4444 -2.7717 4.0774 0.0031 -0.0029 0.0050
H 0.9863 -1.4318 3.0269 -0.0006 -0.0513 0.0182
H 3.0034 -4.5686 1.9401 0.0332 0.0145 -0.0237
H 1.5220 -5.4629 1.5713 -0.0013 0.0046 -0.0233
H 1.8700 -4.9727 3.2160 0.0088 -0.0083 -0.0026
H 3.3012 -0.9564 -0.1043 0.0597 0.0315 0.0008
H 4.1780 -3.8685 0.1824 -0.0047 -0.0182 -0.0100
H 4.1988 -2.6183 1.4406 -0.0276 -0.0142 0.0220
H 5.2598 -2.4886 0.0484 0.0053 0.0193 0.0147
H 3.5722 -3.1425 -2.2407 0.0062 -0.0026 0.0091
H 4.4710 -1.6433 -2.1434 -0.0067 0.0275 0.0038
H 2.7501 -1.6153 -2.5331 0.0017 0.0004 -0.0074
```
Forces are in eV/Å.

Computed properties:
- LUMO energy: -2.1 eV
- F_max: 0.75 eV/A
- Multiplicity: 1
- Total charge: +1
- E_tot: -86168.5863 eV
- M: 996.818 g mol⁻¹
- E_HOMO: -9.46 eV

Löwdin population analysis, charges in e, atoms 1 to 4:
1. Pt 0.56
2. C -0.11
3. C -0.53
4. C -0.08

# 2
Density functional theory data (ωB97M-V with the def2-TZVPD basis set) for a structure of composition C40H64BCl2FN6O2SiV.

```
118
Properties=species:S:1:pos:R:3:forces:R:3
V 0.0019 -1.0767 -0.4705 -0.2346 0.7718 -0.0693
C -0.5342 1.8230 -4.4515 -0.0069 0.0395 0.0077
C 0.6016 1.1083 -3.7168 0.0082 -0.0295 0.0124
C 1.8589 1.0799 -4.5860 -0.0023 -0.0045 0.0168
C 0.8612 1.7629 -2.3949 0.0321 -0.0981 -0.0578
C 1.4028 3.0312 -2.1464 0.0789 -0.0477 0.0318
C 1.4454 3.1503 -0.7719 0.0698 -0.0071 -0.0680
C 1.9319 4.3916 -0.0683 -0.0994 0.0166 0.0493
C 0.7498 5.2617 0.3696 -0.0098 -0.0288 0.0340
C 2.9334 4.2086 1.0727 0.0583 -0.0530 -0.0560
N 0.9300 2.0149 -0.2447 0.0002 0.0960 -0.0251
N 0.5857 1.1625 -1.2515 -0.1585 -0.3835 0.1761
B 0.7570 1.5725 1.2343 -0.1178 -0.0809 0.0815
N -0.7620 1.2412 1.4353 0.0114 0.0895 0.0157
N -1.3458 0.4777 0.4584 -0.3089 -0.0089 0.2644
C -2.6581 0.6885 0.5313 -0.0262 0.0431 -0.0025
C -2.9357 1.5523 1.5902 0.0233 0.0836 -0.0133
C -1.7188 1.9124 2.1353 -0.0275 -0.0284 -0.0366
C -1.6552 2.8119 3.3681 -0.0013 -0.0275 0.0264
C -2.7925 3.8415 3.2970 -0.0423 -0.0059 0.0259
C -0.3865 3.5756 3.7361 -0.0406 -0.0172 -0.0594
C -3.6754 0.2209 -0.4721 0.0067 -0.0672 0.0036
C -3.2428 0.6653 -1.8661 -0.0169 0.0430 0.0284
C -5.0662 0.7662 -0.1549 -0.0104 -0.0170 0.0056
N 1.7470 0.3835 1.4923 0.1315 0.0741 -0.0099
N 2.2362 -0.1975 0.3642 -0.1661 -0.1742 0.0763
C 3.3347 -0.8593 0.6888 0.0426 0.0885 0.0127
C 3.5547 -0.7475 2.0710 -0.0486 -0.0905 -0.0127
C 2.5212 0.0322 2.5501 -0.0073 0.0481 -0.0407
C 2.3056 0.3930 3.9927 0.0107 0.0157 0.0084
C 0.8582 0.1782 4.4373 0.0266 0.0220 0.0243
C 2.8715 1.7758 4.3310 -0.0070 -0.0060 0.0129
C 4.2139 -1.4637 -0.3724 0.0326 -0.0038 0.0232
C 5.6636 -1.5325 0.1061 -0.0162 -0.0163 0.0006
C 4.1009 -0.6705 -1.6696 0.0081 0.0126 -0.0575
H -0.7539 1.3303 -5.4006 0.0062 0.0197 -0.0032
H -0.2520 2.8581 -4.6619 0.0097 0.0020 0.0098
H -1.4466 1.8353 -3.8538 0.0056 0.0004 -0.0128
H 0.3082 0.0758 -3.5016 -0.0089 0.0159 -0.0218
H 2.1894 2.0965 -4.8157 -0.0010 -0.0008 0.0019
H 1.6557 0.5700 -5.5297 -0.0013 -0.0060 0.0023
H 2.6755 0.5614 -4.0861 0.0218 -0.0283 0.0266
H 1.7385 3.7645 -2.8618 -0.0003 -0.0080 -0.0015
H 2.4674 4.9293 -0.8563 -0.0677 0.0380 -0.0194
H 0.1526 4.7371 1.1176 0.0250 0.0173 -0.1044
H 0.0987 5.4896 -0.4749 0.0083 0.0099 -0.0127
H 1.0985 6.2001 0.8079 0.0004 0.0032 0.0038
H 2.4421 3.9347 2.0012 -0.0446 -0.0509 0.0635
H 3.4569 5.1524 1.2438 0.0123 -0.0162 0.0020
H 3.6738 3.4408 0.8413 -0.0158 -0.0037 -0.0051
H 1.0171 2.4660 1.9601 0.0722 0.1526 0.0646
H -3.9075 1.8842 1.9042 0.0231 -0.0115 -0.0381
H -1.8785 2.1473 4.2119 0.0454 -0.0118 0.0031
H -2.6783 4.4700 2.4112 -0.0029 -0.0002 0.0009
H -2.7595 4.4846 4.1782 -0.0038 -0.0009 0.0028
H -3.7782 3.3822 3.2606 0.0172 0.0225 0.0138
H -0.1256 4.3105 2.9747 0.0217 -0.0328 0.0566
H 0.4654 2.9332 3.8992 0.0957 -0.1036 0.0194
H -0.5766 4.1159 4.6667 -0.0032 0.0003 -0.0179
H -3.7511 -0.8662 -0.4461 0.0580 0.0152 -0.0083
H -3.1687 1.7566 -1.8996 -0.0096 0.0067 0.0062
H -3.9694 0.3455 -2.6142 -0.0029 0.0101 0.0111
H -2.2698 0.2508 -2.1234 -0.0066 -0.0112 0.0071
H -5.0756 1.8589 -0.1681 -0.0063 0.0008 -0.0058
H -5.4228 0.4304 0.8207 0.0049 0.0044 0.0039
H -5.7729 0.4147 -0.9084 -0.0083 0.0016 0.0024
H 4.3539 -1.1689 2.6592 -0.0114 -0.0144 -0.0027
H 2.9134 -0.3281 4.5477 0.0004 0.0047 0.0000
H 0.1514 0.6905 3.7894 -0.0429 0.0844 -0.0253
H 0.7100 0.5339 5.4600 0.0115 -0.0093 0.0059
H 0.6064 -0.8822 4.3969 -0.0039 0.0040 -0.0006
H 2.4344 2.5590 3.7160 -0.0303 0.0082 -0.0273
H 3.9486 1.7903 4.1552 -0.0043 0.0032 -0.0041
H 2.6905 2.0195 5.3809 -0.0003 0.0090 -0.0005
H 3.8934 -2.4888 -0.5671 -0.0234 0.0563 -0.0101
H 6.0332 -0.5360 0.3611 0.0049 -0.0005 -0.0020
H 6.2994 -1.9418 -0.6812 0.0016 -0.0042 0.0008
H 5.7683 -2.1690 0.9868 0.0001 -0.0012 0.0020
H 4.4602 0.3522 -1.5213 0.0028 -0.0016 0.0000
H 3.0647 -0.6190 -1.9968 0.0001 -0.0082 -0.0274
H 4.6887 -1.1444 -2.4584 -0.0058 0.0034 0.0003
C -0.8514 -3.8386 -3.9868 -0.0222 0.0325 0.0255
Si -2.0362 -2.6486 -3.1350 -0.0394 -0.0891 0.0154
C -3.7251 -3.5111 -3.1094 0.0332 -0.0007 0.0057
C -2.2529 -1.2516 -4.3963 -0.0050 -0.0286 -0.0061
C -1.5657 -2.2289 -1.3831 0.0236 0.1849 -0.0741
H -1.2556 -4.0830 -4.9742 0.0131 0.0081 -0.0059
H -0.7383 -4.7709 -3.4327 0.0086 0.0173 -0.0104
H 0.1440 -3.4110 -4.1260 0.0142 -0.0005 0.0237
H -4.0168 -3.8644 -4.1030 -0.0008 0.0062 -0.0034
H -4.5042 -2.8292 -2.7544 0.0105 0.0037 0.0098
H -3.7096 -4.3699 -2.4332 0.0018 -0.0023 -0.0030
H -2.2422 -1.6923 -5.3979 -0.0024 -0.0257 0.0061
H -1.4543 -0.5133 -4.3579 -0.0398 -0.0617 -0.0037
H -3.2008 -0.7250 -4.2823 0.0178 0.0038 -0.0110
H -1.2297 -3.2039 -0.9916 0.0358 0.0359 -0.0231
H -2.5032 -2.0586 -0.8498 0.0179 -0.0061 0.0182
F -4.3397 -5.5584 2.4539 -0.0011 -0.0035 -0.0025
C -3.3122 -4.6904 2.2288 -0.0126 0.0180 -0.0044
C -3.5584 -3.3335 2.2776 -0.0238 -0.0301 0.0007
C -2.5079 -2.4591 2.0474 0.0599 -0.0182 0.0312
C -1.2120 -2.9110 1.7635 -0.0543 0.0338 0.0055
C -0.1155 -1.9535 1.4802 0.0502 0.0567 0.0619
C -1.0141 -4.2935 1.7511 0.0326 -0.0526 -0.0415
C -2.0539 -5.1880 1.9735 0.0147 0.0126 0.0057
H -4.5574 -2.9757 2.4937 0.0005 -0.0003 0.0018
H -2.6906 -1.3928 2.0916 -0.0135 0.0499 -0.0081
H 0.8659 -2.4043 1.6575 -0.0667 0.0245 -0.0246
H -0.2136 -1.0910 2.1383 -0.0063 -0.0035 0.0051
H -0.0223 -4.6802 1.5470 -0.1202 0.0406 0.0595
H -1.8921 -6.2581 1.9507 0.0023 -0.0051 0.0001
Cl 0.4885 -5.5003 -1.0862 -0.0078 -0.0924 -0.0645
C 1.9997 -4.5693 -1.0428 -0.0316 0.0150 -0.0245
Cl 2.5044 -4.3283 0.6463 0.1011 -0.0520 -0.0198
C 1.8490 -3.2500 -1.8464 0.2142 -0.0002 -0.0205
O 2.4142 -3.2414 -2.9291 -0.0676 0.0148 0.0026
O 1.1868 -2.3150 -1.3081 0.5169 -0.4862 -0.3175
H 2.7601 -5.1693 -1.5245 0.0102 -0.0162 0.0011
```
Forces are in eV/Å.

Computed properties:
- LUMO energy (alpha / beta): 2.4 / 2.4 eV
- F_max: 0.81 eV/A
- Multiplicity: 3
- ⟨S²⟩: 2.030
- Total charge: -1
- E_tot: -117565.7525 eV
- M: 840.738 g mol⁻¹
- E_HOMO (alpha / beta): -4.89 / -4.83 eV

Löwdin population analysis, charges in e, atoms 1 to 4:
1. V 0.89
2. C -0.07
3. C -0.37
4. C -0.05